Formula: C19H45BBr2F3O6P2
Source: OMol25
Level of theory: wB97M-V/def2-TZVPD

Summary:
- Kohn-Sham gap (eV) = 5.797
- charge = -1

```
78
Properties=species:S:1:pos:R:3:forces:R:3
C -3.547 6.510 3.909 0.104 -1.850 -1.468
C -3.296 5.425 3.005 -1.685 2.849 0.741
P -2.763 3.669 3.576 -0.589 0.669 0.113
C -4.340 3.390 4.621 -1.214 -0.159 0.399
C -5.729 3.691 3.907 -0.752 -0.637 0.589
C -6.041 2.824 2.617 -0.245 -0.744 0.306
F -5.362 1.575 2.609 -1.078 1.957 0.052
Br -5.627 3.837 0.931 0.267 -0.923 0.708
C -7.610 2.428 2.493 0.476 -0.669 -0.520
F -8.098 1.823 3.645 0.760 0.989 -1.813
F -7.800 1.509 1.448 0.199 1.641 1.895
Br -8.612 4.111 2.087 -0.152 -1.216 0.611
C -1.099 3.996 2.652 1.019 0.587 -1.156
B -1.211 3.948 1.037 0.208 0.643 0.167
O -1.804 2.883 0.276 1.811 1.016 0.606
O -0.699 5.115 0.329 -0.252 -1.742 0.445
P -1.964 1.646 4.149 1.214 -0.237 2.699
O -1.204 1.671 5.507 -0.972 -0.476 -2.064
H -2.967 7.479 3.881 -1.674 -0.558 -0.711
H -4.409 6.366 4.629 2.112 -0.065 0.452
H -3.472 5.681 1.902 2.053 -0.192 1.065
H -2.125 4.215 4.774 -0.063 -0.171 -0.139
H -3.295 3.025 2.398 -0.268 -0.075 0.072
H -4.281 4.071 5.535 -0.080 -0.776 -1.186
H -4.359 2.331 5.022 -0.190 1.112 -0.364
H -5.911 4.779 3.656 0.536 -1.261 0.131
H -6.545 3.420 4.664 0.899 0.290 -1.030
H -0.746 5.027 2.974 -0.248 -1.207 -0.469
H -0.307 3.259 3.001 -0.907 0.731 -0.225
H -1.460 2.031 0.597 -0.629 0.340 0.172
H 0.009 4.828 -0.273 -0.666 0.157 -0.052
H -1.123 1.157 3.067 -0.523 -0.142 0.278
H -3.068 0.702 4.183 0.570 0.071 -0.308
C 0.352 -0.018 -2.170 -0.111 -0.202 -0.073
C 1.424 0.333 -1.154 -0.027 -0.047 -0.025
O 1.236 -0.289 0.106 -0.007 0.254 0.140
C 1.236 -1.707 0.113 -0.001 -0.214 -0.014
C 2.532 -2.318 -0.388 0.055 0.148 -0.126
H -0.638 0.234 -1.782 0.065 0.058 -0.030
H 0.515 0.532 -3.100 -0.011 0.021 0.067
H 0.350 -1.084 -2.409 0.061 0.029 -0.027
H 1.399 1.411 -0.978 -0.005 -0.097 0.217
H 2.424 0.105 -1.544 -0.003 -0.069 -0.073
H 0.378 -2.089 -0.451 0.047 -0.040 -0.083
H 1.081 -2.011 1.152 -0.042 0.256 -0.009
H 2.719 -2.069 -1.434 0.001 -0.121 0.034
H 2.495 -3.407 -0.306 -0.030 0.034 0.000
H 3.381 -1.949 0.192 -0.042 -0.036 -0.019
C 1.402 -6.677 -2.501 0.043 -0.023 -0.171
C 0.475 -5.631 -1.906 -0.008 -0.052 -0.041
O 0.519 -4.383 -2.579 0.087 0.197 0.133
C 0.157 -4.388 -3.949 -0.082 -0.026 -0.046
C -1.263 -4.864 -4.203 -0.074 -0.151 0.114
H 2.431 -6.309 -2.521 -0.051 -0.012 0.051
H 1.368 -7.595 -1.911 0.001 0.067 -0.004
H 1.125 -6.930 -3.527 -0.029 -0.051 0.062
H 0.778 -5.438 -0.875 -0.031 0.201 -0.103
H -0.555 -6.001 -1.862 0.008 -0.061 -0.045
H 0.877 -4.975 -4.530 -0.035 -0.072 -0.026
H 0.248 -3.356 -4.297 0.090 -0.017 0.208
H -1.402 -5.905 -3.901 0.016 0.014 -0.087
H -1.504 -4.792 -5.266 0.020 0.033 0.042
H -1.976 -4.261 -3.637 0.053 0.020 -0.062
C 7.825 -2.575 -1.738 0.095 0.143 0.004
C 6.368 -2.760 -2.129 0.049 0.054 -0.022
O 5.527 -1.700 -1.703 -0.118 -0.094 0.117
C 5.830 -0.409 -2.204 0.007 0.057 -0.079
C 5.765 -0.311 -3.718 0.071 -0.162 -0.109
H 7.918 -2.447 -0.657 -0.025 -0.048 -0.051
H 8.412 -3.445 -2.041 -0.052 0.026 0.025
H 8.265 -1.695 -2.213 0.010 -0.076 -0.036
H 5.988 -3.667 -1.653 -0.152 0.167 0.042
H 6.268 -2.912 -3.209 0.077 0.021 -0.031
H 6.805 -0.077 -1.831 0.049 0.005 -0.065
H 5.089 0.270 -1.776 -0.011 -0.205 0.110
H 6.509 -0.951 -4.199 0.024 0.085 0.006
H 5.950 0.715 -4.041 -0.036 -0.030 0.038
H 4.783 -0.625 -4.081 0.016 0.064 0.048
```
Forces are in eV/Å.

Formula: C19H45GaN7O7
Source: OMol25
Level of theory: wB97M-V/def2-TZVPD

Summary:
- Kohn-Sham gap (eV) = 7.607
- charge = -1

```
79
Properties=species:S:1:pos:R:3:forces:R:3
N -0.101 5.324 -0.064 0.033 -0.710 -0.921
C 1.038 5.591 -0.074 -1.983 0.151 1.913
O 2.136 6.029 0.288 1.480 0.001 -0.829
Ga 2.509 7.668 -0.755 0.536 1.293 -0.601
H 2.340 8.889 0.264 0.001 -0.230 0.172
H 1.446 7.783 -1.944 -0.014 -0.337 0.185
H 4.010 7.584 -1.327 -0.084 -0.280 0.215
C -3.076 5.746 2.005 0.333 0.103 -0.186
O -3.556 6.635 2.685 -0.218 0.008 0.153
N -3.627 4.521 1.872 -0.065 -0.176 -0.048
C -3.036 3.479 1.051 -0.088 0.145 0.173
C -4.862 4.244 2.580 0.130 0.186 -0.014
H -2.142 5.872 1.438 0.013 -0.067 -0.043
H -3.742 3.185 0.270 0.074 -0.099 -0.032
H -2.806 2.611 1.675 0.026 -0.087 -0.124
H -2.116 3.835 0.588 -0.006 0.110 0.044
H -5.641 4.939 2.263 -0.053 -0.027 0.065
H -4.714 4.370 3.654 -0.087 -0.008 0.014
H -5.179 3.224 2.375 0.037 -0.032 -0.034
C 0.485 1.887 -3.546 0.204 -0.080 -0.084
O 1.286 2.802 -3.533 0.149 0.045 -0.003
N -0.729 1.923 -2.987 -0.347 -0.156 -0.007
C -1.639 0.794 -3.032 -0.079 0.430 -0.013
C -1.146 3.142 -2.302 0.252 -0.129 -0.145
H 0.713 0.920 -4.033 -0.067 -0.023 0.006
H -2.561 1.082 -3.547 0.012 -0.079 -0.033
H -1.872 0.475 -2.021 -0.089 -0.170 0.013
H -1.182 -0.038 -3.566 0.044 -0.010 0.011
H -1.135 3.977 -3.003 0.013 0.093 0.103
H -0.455 3.367 -1.495 -0.059 0.199 0.039
H -2.148 3.015 -1.901 -0.015 -0.091 -0.026
C -0.110 -1.448 -0.649 0.067 0.230 0.106
O -1.316 -1.245 -0.720 -0.040 -0.228 0.033
N 0.475 -2.647 -0.731 0.113 -0.056 -0.082
C 1.913 -2.803 -0.641 -0.099 -0.051 -0.086
C -0.356 -3.830 -0.915 -0.125 0.227 0.060
H 0.610 -0.626 -0.507 0.002 0.002 0.029
H 2.290 -3.269 -1.553 0.078 -0.062 0.063
H 2.157 -3.441 0.210 0.125 0.010 -0.015
H 2.394 -1.837 -0.503 -0.076 0.037 0.093
H -0.925 -3.728 -1.842 -0.020 -0.097 0.004
H -1.057 -3.913 -0.084 -0.007 -0.128 -0.068
H 0.267 -4.719 -0.966 0.114 0.064 -0.026
C -3.577 -3.312 0.430 0.216 0.109 -0.294
O -2.901 -4.081 1.090 -0.186 -0.153 0.252
N -4.851 -2.982 0.710 -0.181 0.026 0.001
C -5.598 -2.055 -0.114 -0.042 -0.124 0.205
C -5.487 -3.573 1.874 0.205 -0.015 -0.059
H -3.182 -2.813 -0.467 0.028 0.053 0.038
H -5.912 -1.194 0.480 -0.033 0.050 -0.082
H -6.485 -2.545 -0.522 -0.024 0.079 -0.048
H -4.978 -1.705 -0.936 0.057 -0.007 0.015
H -4.929 -3.315 2.775 -0.044 -0.042 0.042
H -5.498 -4.660 1.782 -0.027 -0.007 0.068
H -6.506 -3.205 1.961 -0.014 0.037 -0.039
C 2.782 -6.449 0.131 -0.184 0.034 0.111
O 2.427 -6.147 -0.990 0.017 -0.005 -0.170
N 4.057 -6.680 0.493 0.132 -0.076 0.158
C 4.422 -7.033 1.850 0.132 0.045 -0.224
C 5.095 -6.566 -0.517 -0.195 0.044 -0.045
H 2.068 -6.555 0.966 0.013 -0.007 0.018
H 5.107 -6.288 2.259 -0.006 -0.038 0.088
H 4.910 -8.010 1.864 0.002 0.000 0.094
H 3.534 -7.074 2.477 -0.040 0.016 -0.021
H 5.101 -5.559 -0.934 0.050 -0.016 -0.044
H 4.904 -7.269 -1.328 0.052 0.026 -0.036
H 6.063 -6.780 -0.071 -0.002 -0.009 0.058
C 3.773 0.868 1.757 0.051 -0.038 0.049
O 3.086 -0.137 1.656 -0.055 -0.102 -0.090
N 3.735 1.914 0.926 0.126 0.123 -0.047
C 4.581 3.079 1.092 -0.173 0.073 -0.052
C 2.811 1.911 -0.194 -0.155 -0.242 0.066
H 4.510 0.991 2.569 0.001 0.020 0.015
H 3.953 3.964 1.212 0.138 0.093 -0.022
H 5.206 3.206 0.206 0.040 0.098 0.042
H 5.220 2.968 1.965 -0.029 -0.063 0.023
H 1.788 1.824 0.175 -0.032 0.039 -0.098
H 3.018 1.059 -0.844 -0.043 0.041 -0.049
H 2.914 2.832 -0.760 -0.015 0.022 0.003
```
Forces are in eV/Å.

Formula: C19H45IN2O2
Source: OMol25
Level of theory: wB97M-V/def2-TZVPD

Summary:
- SMILES = COC[C@@H](CCCI)OC.CCN(CC)CC.CCN(CC)CC
- energy relative to the best compared isomer or geometry (same formula, charge and spin) (kcal per mole) = 0.0
- Kohn-Sham gap (eV) = 8.571

```
69
Properties=species:S:1:pos:R:3:forces:R:3
C 5.401 -0.914 -0.483 0.002 -0.009 0.035
O 4.240 -0.188 -0.131 0.105 0.097 -0.075
C 3.125 -0.454 -0.948 -0.062 -0.032 0.005
C 2.527 -1.838 -0.749 0.024 0.001 0.160
C 1.024 -1.836 -1.035 0.063 0.058 -0.123
C 0.194 -1.499 0.200 -0.042 -0.003 0.066
C -1.170 -0.918 -0.127 0.024 -0.110 0.081
I -1.026 1.078 -0.890 -0.024 0.059 -0.048
O 3.233 -2.735 -1.598 -0.054 -0.013 -0.043
C 3.175 -4.070 -1.157 0.049 -0.051 0.059
H 5.505 -0.990 -1.570 0.013 0.003 0.013
H 6.254 -0.373 -0.076 -0.010 -0.025 0.030
H 5.387 -1.926 -0.066 0.004 0.005 -0.050
H 3.389 -0.362 -2.012 -0.026 0.041 0.009
H 2.386 0.315 -0.713 -0.006 -0.043 0.051
H 2.708 -2.124 0.300 -0.049 -0.039 -0.041
H 0.821 -1.100 -1.821 0.046 -0.054 -0.026
H 0.733 -2.807 -1.442 -0.054 0.017 0.054
H 0.738 -0.805 0.849 -0.018 0.016 -0.050
H 0.034 -2.407 0.795 -0.012 0.019 -0.024
H -1.809 -0.839 0.749 0.026 -0.031 -0.026
H -1.683 -1.488 -0.899 -0.014 0.007 0.039
H 3.635 -4.691 -1.923 -0.020 0.015 -0.002
H 2.145 -4.411 -0.996 0.005 -0.003 -0.040
H 3.727 -4.200 -0.217 -0.017 0.026 -0.009
C -0.301 -3.654 4.041 0.045 0.031 -0.004
C -1.751 -3.207 3.964 -0.031 0.014 -0.013
N -2.461 -3.800 2.843 -0.006 -0.037 0.012
C -3.753 -3.187 2.581 -0.012 0.006 -0.109
C -4.848 -3.313 3.645 0.031 -0.003 0.033
C -2.424 -5.256 2.769 -0.025 0.040 -0.002
C -2.898 -6.041 3.997 0.009 0.011 0.011
H 0.208 -3.474 3.093 0.002 -0.006 0.003
H 0.219 -3.100 4.823 0.003 0.005 -0.009
H -0.213 -4.715 4.279 0.003 0.002 0.007
H -1.788 -2.123 3.820 0.019 0.001 0.024
H -2.234 -3.401 4.935 -0.013 -0.021 -0.010
H -4.123 -3.602 1.639 -0.010 0.033 -0.006
H -3.571 -2.123 2.397 0.015 0.003 0.026
H -5.256 -4.321 3.696 0.006 -0.002 0.001
H -5.670 -2.635 3.407 -0.010 -0.012 -0.004
H -4.479 -3.046 4.636 -0.007 0.016 -0.005
H -1.398 -5.555 2.545 0.006 0.011 0.000
H -3.019 -5.541 1.898 0.019 -0.032 0.002
H -2.446 -5.657 4.913 0.018 -0.023 -0.003
H -2.604 -7.087 3.901 -0.022 -0.006 -0.010
H -3.979 -6.009 4.122 0.003 0.016 0.006
C -0.595 7.406 -0.915 -0.006 -0.003 0.012
C 0.144 6.196 -1.466 -0.003 -0.038 -0.015
N -0.486 5.646 -2.653 0.025 0.027 -0.014
C -0.010 4.319 -3.005 -0.013 0.002 -0.009
C 1.453 4.165 -3.432 0.005 0.008 0.005
C -0.677 6.572 -3.760 0.021 -0.043 0.010
C 0.559 7.309 -4.288 0.006 0.005 0.017
H -1.648 7.171 -0.756 0.001 0.002 -0.002
H -0.157 7.706 0.038 -0.009 -0.001 0.003
H -0.534 8.263 -1.586 0.007 -0.002 0.001
H 0.140 5.401 -0.714 0.009 0.018 0.013
H 1.201 6.464 -1.620 -0.002 0.005 -0.019
H -0.659 3.934 -3.796 0.000 -0.020 0.013
H -0.175 3.683 -2.131 -0.011 0.014 0.014
H 1.638 4.579 -4.423 -0.002 0.001 0.002
H 1.717 3.106 -3.459 0.000 0.001 -0.015
H 2.129 4.655 -2.729 -0.002 -0.014 0.007
H -1.415 7.317 -3.453 -0.003 -0.003 0.011
H -1.140 6.004 -4.570 -0.011 0.035 -0.014
H 1.139 7.745 -3.472 -0.015 0.028 -0.008
H 0.251 8.127 -4.942 0.002 -0.015 -0.021
H 1.223 6.659 -4.855 0.004 -0.005 0.017
```
Forces are in eV/Å.

| no. | HOMO (Eh) | F_max (eV/A) |
| --- | --- | --- |
| 1 | -0.1409 | 3.39 |
| 2 | -0.2119 | 2.76 |
| 3 | -0.2933 | 0.16 |